Record 1
C30H41Cl2N2O2P3V | the ωB97M-V functional and the def2-TZVPD basis

Calculated values
- F_max: 0.0482 Eh/bohr
- Orbital gap (alpha / beta): 7.70 / 8.25 eV
- Multiplicity: 2
- Net charge: +2

Atoms and positions in Å:
P 1.019 1.471 -4.510
C 2.760 1.727 -4.901
C 3.352 1.170 -6.048
H 2.786 0.494 -6.689
C 4.678 1.482 -6.362
H 5.135 1.056 -7.253
C 5.421 2.332 -5.538
H 6.457 2.573 -5.787
C 4.835 2.870 -4.388
H 5.410 3.528 -3.738
C 3.512 2.565 -4.061
H 3.070 2.985 -3.157
C 0.430 0.059 -5.461
C 1.007 -1.205 -5.230
H 1.823 -1.314 -4.511
C 0.547 -2.318 -5.935
H 0.973 -3.300 -5.727
C -0.426 -2.162 -6.926
H -0.757 -3.027 -7.504
C -0.961 -0.900 -7.191
H -1.706 -0.772 -7.976
C -0.547 0.213 -6.457
H -0.947 1.205 -6.675
C 0.137 2.982 -4.951
C 0.537 3.664 -6.115
H 1.338 3.260 -6.735
C -0.085 4.856 -6.480
H 0.228 5.365 -7.389
C -1.108 5.383 -5.686
H -1.594 6.315 -5.980
C -1.502 4.717 -4.523
H -2.302 5.130 -3.910
C -0.872 3.528 -4.136
H -1.140 3.041 -3.196
V 0.062 -0.088 -0.090
C -1.832 -0.952 -0.441
C -2.160 -1.021 -1.731
H -2.484 -1.331 0.368
C -1.264 -0.338 -2.764
O -2.153 0.603 -3.412
H -1.681 1.113 -4.095
C -0.051 0.334 -2.179
H -0.908 -1.089 -3.509
C 0.870 1.088 -2.758
Cl -0.419 -0.724 2.063
Cl 2.126 0.865 0.354
P 1.321 -2.160 -0.328
C 2.174 -2.625 1.214
H 1.445 -3.018 1.932
H 2.642 -1.730 1.641
H 2.940 -3.380 1.003
C 0.247 -3.553 -0.788
H -0.228 -3.348 -1.756
H -0.538 -3.660 -0.029
H 0.828 -4.480 -0.853
C 2.616 -2.036 -1.594
H 3.084 -1.047 -1.519
H 2.180 -2.151 -2.593
H 3.370 -2.815 -1.430
P -3.745 -1.659 -2.395
C -4.365 -2.698 -1.089
C -3.275 -2.578 -3.864
H -4.590 -2.083 -0.210
H -3.616 -3.455 -0.828
H -5.280 -3.184 -1.445
H -2.913 -1.894 -4.643
H -4.159 -3.115 -4.227
H -2.482 -3.291 -3.608
C -4.886 -0.347 -2.820
H -5.029 0.319 -1.962
H -5.846 -0.796 -3.094
H -4.495 0.233 -3.662
H 1.679 1.504 -2.142
N -1.801 3.814 1.228
C -0.996 2.716 1.160
N -0.137 2.599 2.196
O -1.091 1.933 0.191
H -1.717 4.474 1.982
H -2.489 3.946 0.501
H 0.489 1.806 2.284
H -0.102 3.305 2.913

---

Record 2
C30H41Cl2O2P3Pt | the ωB97M-V functional and the def2-TZVPD basis

Calculated values
- Relative energy (zero: lowest compared OMol25 entry of this formula, charge and spin): 0.0 kJ/mol
- F_max: 0.1941 Eh/bohr
- Orbital gap (alpha / beta): 5.92 / 5.68 eV
- Multiplicity: 5
- Net charge: +2

Atoms and positions in Å:
P 1.128 1.523 -4.481
C 2.878 1.725 -4.812
C 3.463 1.163 -5.962
H 2.878 0.501 -6.604
C 4.786 1.469 -6.284
H 5.224 1.048 -7.190
C 5.534 2.314 -5.458
H 6.562 2.564 -5.728
C 4.965 2.840 -4.293
H 5.550 3.493 -3.647
C 3.643 2.541 -3.959
H 3.191 2.941 -3.049
C 0.529 0.140 -5.459
C 1.130 -1.116 -5.264
H 2.018 -1.203 -4.631
C 0.589 -2.241 -5.887
H 1.026 -3.220 -5.694
C -0.486 -2.105 -6.769
H -0.884 -2.980 -7.286
C -1.038 -0.847 -7.011
H -1.853 -0.725 -7.723
C -0.553 0.280 -6.345
H -0.984 1.268 -6.530
C 0.237 3.019 -4.924
C 0.571 3.674 -6.126
H 1.368 3.271 -6.756
C -0.115 4.829 -6.503
H 0.142 5.317 -7.443
C -1.121 5.350 -5.682
H -1.656 6.252 -5.985
C -1.436 4.715 -4.477
H -2.218 5.115 -3.834
C -0.754 3.559 -4.086
H -0.968 3.091 -3.123
Pt -0.009 -0.114 -0.397
C -1.875 -0.930 -0.669
C -2.311 -1.049 -1.932
H -2.453 -1.267 0.203
C -1.492 -0.310 -2.988
O -2.335 0.752 -3.489
H -1.836 1.347 -4.078
C -0.252 0.227 -2.335
H -1.200 -0.984 -3.815
C 0.770 1.003 -2.625
Cl -0.468 -0.774 1.878
Cl 2.100 0.871 0.339
P 1.372 -2.023 -0.352
C 2.240 -2.412 1.199
H 1.499 -2.671 1.964
H 2.790 -1.520 1.522
H 2.933 -3.247 1.028
C 0.348 -3.470 -0.723
H -0.126 -3.336 -1.703
H -0.432 -3.546 0.045
H 0.968 -4.376 -0.726
C 2.663 -1.974 -1.625
H 3.203 -1.022 -1.545
H 2.209 -2.059 -2.620
H 3.358 -2.809 -1.464
P -3.892 -1.805 -2.404
C -4.497 -2.844 -1.084
C -3.559 -2.769 -3.883
H -4.637 -2.252 -0.170
H -3.785 -3.656 -0.880
H -5.460 -3.279 -1.389
H -3.171 -2.116 -4.678
H -4.492 -3.247 -4.215
H -2.812 -3.541 -3.653
C -5.016 -0.463 -2.778
H -5.174 0.135 -1.871
H -5.973 -0.865 -3.136
H -4.542 0.173 -3.537
H 1.483 1.347 -1.871
C -0.730 2.486 1.458
O -0.942 2.024 0.098
H -1.519 2.009 2.042
H -0.807 3.583 1.486
H 0.245 2.134 1.811
H -0.573 2.692 -0.510

---

Record 3
C30H41F21O15S | the ωB97M-V functional and the def2-TZVPD basis

Calculated values
- Relative energy (zero: lowest compared OMol25 entry of this formula, charge and spin): 0.0 kJ/mol
- F_max: 0.0764 Eh/bohr
- Orbital gap: 9.28 eV
- Net charge: 0

Atoms and positions in Å:
C -5.840 -0.131 3.384
S -4.639 0.105 4.658
O -5.252 -0.121 5.949
C -3.685 -1.345 4.229
H -6.391 -1.014 3.689
H -5.376 -0.165 2.374
H -6.571 0.703 3.402
H -3.445 -1.326 3.147
H -4.253 -2.231 4.525
H -2.774 -1.395 4.783
C 4.185 5.520 -1.450
C 4.263 3.999 -1.539
O 3.275 3.597 -2.582
C 3.142 2.311 -2.863
O 3.882 1.412 -2.521
C 1.893 2.199 -3.850
F 0.754 2.505 -3.260
F 2.191 2.997 -4.850
F 1.756 0.970 -4.380
H 4.970 5.937 -0.761
H 3.233 5.955 -1.045
H 4.392 5.982 -2.457
H 3.956 3.530 -0.607
H 5.216 3.560 -1.782
C 0.226 -6.136 0.078
C -0.348 -4.974 0.829
O -1.658 -4.585 0.190
C -2.412 -3.724 0.865
O -2.167 -3.227 1.904
C -3.721 -3.553 0.098
F -3.517 -3.387 -1.228
F -4.485 -4.678 0.215
F -4.433 -2.514 0.590
H 1.202 -6.289 0.465
H 0.383 -5.879 -0.993
H -0.372 -7.018 0.246
H 0.283 -4.085 0.809
H -0.642 -5.213 1.812
C -3.655 3.627 0.732
C -2.888 2.432 1.175
O -1.545 2.857 1.439
C -0.689 3.020 0.500
O -0.748 2.788 -0.711
C 0.688 3.387 1.030
F 0.894 3.118 2.338
F 1.610 2.728 0.327
F 0.919 4.736 0.884
H -4.653 3.297 0.618
H -3.195 3.951 -0.236
H -3.691 4.442 1.451
H -2.934 1.770 0.338
H -3.296 1.935 2.096
C 3.570 -1.690 -1.817
C 3.416 -2.885 -2.819
O 2.107 -3.391 -2.817
C 1.312 -3.267 -3.911
O 1.605 -2.700 -4.874
C 0.024 -3.916 -3.701
F -0.349 -3.759 -2.409
F -0.995 -3.384 -4.389
F 0.026 -5.199 -4.033
H 3.138 -0.770 -2.263
H 4.591 -1.416 -1.508
H 3.050 -1.883 -0.894
H 4.095 -3.710 -2.529
H 3.671 -2.510 -3.817
C -2.096 2.316 -4.611
C -2.823 1.399 -3.690
O -4.092 2.005 -3.355
C -4.655 1.537 -2.249
O -4.295 0.622 -1.539
C -6.027 2.211 -1.955
F -6.027 3.544 -2.212
F -7.005 1.666 -2.722
F -6.285 2.053 -0.669
H -1.750 3.218 -4.106
H -2.789 2.649 -5.384
H -1.176 1.851 -4.958
H -2.277 1.315 -2.784
H -3.110 0.479 -4.139
C 3.918 -1.184 5.750
C 4.179 0.206 5.288
O 4.730 0.176 3.937
C 5.197 1.333 3.456
O 5.175 2.436 3.972
C 5.965 0.987 2.138
F 6.963 0.142 2.384
F 5.147 0.462 1.213
F 6.379 2.116 1.607
H 4.817 -1.741 5.673
H 3.042 -1.708 5.377
H 3.686 -1.032 6.801
H 4.914 0.657 5.976
H 3.279 0.830 5.214
C -0.051 -0.620 -1.879
C -0.735 -1.227 -0.648
O 0.265 -1.513 0.364
C 0.340 -0.642 1.318
O -0.332 0.379 1.383
C 1.345 -1.067 2.380
F 1.378 -0.286 3.459
F 1.157 -2.304 2.797
F 2.612 -1.095 1.789
H -0.701 -0.304 -2.698
H 0.755 -1.283 -2.170
H 0.346 0.319 -1.528
H -1.147 -2.214 -0.964
H -1.513 -0.583 -0.287